1.
The following is a DFT calculation (ωB97M-V/def2-TZVPD) of a 2-piece molecular cluster, CH8OP3 overall.

Values from the calculation:
HOMO level	-13.3496	eV
gap between HOMO and LUMO	6.9543	eV

Geometry as ORCA input:
```
! wB97M-V def2-TZVPD RIJCOSX def2/J DEFGRID3
* xyz 1 1
C 1.76246 -1.11696 0.10493
O 1.03619 1.24477 1.33039
P -1.59634 1.28213 -1.24304
P -1.27474 -0.49516 1.64685
P 0.38337 0.01316 0.57353
H 1.36927 -1.95483 -0.46222
H 2.22974 -1.47598 1.02475
H 2.50626 -0.59572 -0.49869
H 1.70201 1.79527 0.90361
H -1.73055 0.14818 -2.03812
H -2.45486 2.04381 -2.02644
H -1.39693 -1.72127 0.96185
H -2.53586 0.83259 -0.27739
*
```

***

2.
The following is a DFT calculation (ωB97M-V/def2-TZVPD) of C10H24ClN3O5RhS as an isolated structure.

Values from the calculation:
HOMO level	-19.2948	eV
gap between HOMO and LUMO	6.9640	eV

Geometry as ORCA input:
```
! wB97M-V def2-TZVPD RIJCOSX def2/J DEFGRID3
* xyz 3 1
Rh 0.16185 0.02967 -0.33339
N -4.36594 1.49318 0.82156
C -3.23949 0.88479 0.00579
C -3.11033 1.63533 -1.31389
C -2.13318 0.97277 -2.28864
N -0.69461 1.12304 -1.88081
C -2.45332 -0.50568 -2.49759
C -2.55956 -1.27652 -1.18777
N -1.19375 -1.49954 -0.59811
C -3.52557 -0.59941 -0.20679
H -4.21551 2.49127 0.99978
H -4.46506 1.03516 1.73354
H -5.26959 1.40637 0.34262
H -2.35101 1.02264 0.61966
H -2.84701 2.68395 -1.15019
H -4.07682 1.63350 -1.82880
H -2.23652 1.49251 -3.24264
H -0.46064 2.11233 -1.77843
H -0.14090 0.81779 -2.68761
H -1.72389 -0.97250 -3.16573
H -3.40960 -0.57887 -3.01875
H -2.96132 -2.27138 -1.38791
H -0.71144 -2.19049 -1.17773
H -1.29875 -1.95698 0.31001
H -3.54575 -1.13532 0.74608
H -4.51872 -0.71377 -0.65323
O 1.51351 0.35516 2.76083
Cl 0.65038 -0.60305 2.23844
O 1.17826 -1.17051 0.93533
O 0.25639 -1.62077 3.09437
O -0.56777 0.09924 1.58722
O 1.59512 1.28892 -0.41190
S 3.02148 1.35552 0.30749
C 3.05931 2.91232 1.25303
C 4.27385 3.68319 0.72977
C 4.31715 3.45036 -0.77136
C 4.16540 1.95253 -0.98156
H 3.11072 2.61235 2.29607
H 2.12105 3.43318 1.05212
H 5.18256 3.34089 1.22555
H 4.15793 4.74200 0.95732
H 5.24618 3.80338 -1.21617
H 3.49290 3.97654 -1.25618
H 5.07681 1.39210 -0.76583
H 3.77175 1.65195 -1.95166
*
```

***

3.
The following is a DFT calculation (ωB97M-V/def2-TZVPD) of the molecule C8H13NO3.

Values from the calculation:
HOMO level	-9.8236	eV
gap between HOMO and LUMO	9.4924	eV
structure (SMILES)	CC(=O)[C@H]1C(C)(C)[C@]1(C)[N+](=O)[O-]

Geometry as ORCA input:
```
! wB97M-V def2-TZVPD RIJCOSX def2/J DEFGRID3
* xyz 0 1
C 0.70599 -1.58272 -2.65182
C 0.74456 -1.26084 -1.17722
O 1.44804 -1.86933 -0.39662
C -0.15647 -0.17485 -0.80404
C -0.77088 0.03799 0.56654
C -0.66513 -1.08181 1.58434
C -2.16201 0.64642 0.57605
C 0.43007 0.96793 0.48080
C 1.72007 0.68983 1.17618
N 0.24975 2.32491 0.07669
O -0.58546 2.60294 -0.76414
O 0.94961 3.14527 0.63356
H 0.77890 -0.67388 -3.24279
H -0.23516 -2.07790 -2.88507
H 1.52339 -2.25529 -2.90045
H -0.60649 0.39775 -1.60125
H 0.26502 -1.63165 1.49134
H -1.48947 -1.77377 1.42906
H -0.74215 -0.67743 2.59052
H -2.38632 1.04537 1.56345
H -2.89182 -0.12592 0.34719
H -2.26596 1.44293 -0.15476
H 2.01273 -0.34913 1.05097
H 1.62270 0.90694 2.23954
H 2.50649 1.32625 0.77193
*
```

***

4.
The following is a DFT calculation (ωB97M-V/def2-TZVPD) of a 10-piece molecular cluster, C56H141N9O20 overall.

Values from the calculation:
HOMO level	-8.4428	eV
gap between HOMO and LUMO	8.6372	eV
structure (SMILES)	COCCNCCOC.COCCNCCOC.COCCNCCOC.COCCNCCOC.COCCNCCOC.COCCNCCOC.COCCNCCOC.COCCNCCOC.COCCNCCOC.OCCO

Geometry as ORCA input:
```
! wB97M-V def2-TZVPD RIJCOSX def2/J DEFGRID3
* xyz 0 1
C 1.57482 8.41786 2.24646
O 2.09403 7.96219 3.50703
C 1.54405 8.59631 4.63769
C 1.86339 7.82109 5.91774
N 1.06488 6.58054 5.89465
C 1.64158 5.54280 6.80561
C 1.22708 4.12367 6.33738
O -0.11051 3.81284 6.69929
C -0.53718 2.50492 6.30487
H 2.03941 7.94049 1.38369
H 1.65010 9.49745 2.11633
H 0.51266 8.25051 2.06783
H 0.45573 8.65534 4.62473
H 1.80774 9.64837 4.74600
H 1.69704 8.37698 6.84047
H 2.92960 7.61705 6.01595
H 1.22204 6.23888 4.95729
H 1.10804 5.80803 7.71835
H 2.70909 5.55933 7.02524
H 1.91980 3.39420 6.75704
H 1.39977 4.05216 5.26353
H -0.03480 1.69628 6.83572
H -0.43860 2.28992 5.24084
H -1.54783 2.15461 6.51460
C -5.55292 -7.19534 1.39283
O -6.77405 -7.40821 0.56809
C -6.60423 -7.03663 -0.80182
C -7.85304 -7.36011 -1.73845
N -9.22631 -6.98208 -1.24354
C -9.34913 -5.52162 -1.42990
C -10.69855 -5.02624 -0.75979
O -10.64469 -5.21334 0.67921
C -11.84142 -4.92775 1.37122
H -5.66506 -7.67503 2.36515
H -5.35023 -6.15352 1.64102
H -4.64458 -7.64451 0.99126
H -5.71378 -7.60835 -1.06327
H -6.36459 -5.97515 -0.86449
H -7.85008 -8.42241 -1.98260
H -7.59874 -6.85298 -2.66917
H -9.23660 -7.12399 -0.24361
H -9.25127 -5.05329 -2.40928
H -8.54713 -5.04908 -0.86279
H -11.55675 -5.56933 -1.15558
H -10.79536 -3.95388 -0.92945
H -11.65660 -4.66775 2.41350
H -12.52326 -5.77813 1.37838
H -12.33362 -4.06374 0.92477
C 4.68330 3.15529 2.47311
O 3.86572 2.14253 1.95739
C 3.21292 2.46773 0.69924
C 2.80137 1.13177 0.03755
N 1.79334 0.35764 0.81017
C 1.60906 -0.85926 0.15267
C 0.58061 -1.67927 0.96953
O 1.15759 -2.25655 2.15558
C 2.33289 -3.00460 1.90189
H 5.43627 3.30175 1.69871
H 5.18054 2.84348 3.39160
H 4.36950 4.19257 2.59017
H 3.86886 3.00312 0.01281
H 2.39993 3.15314 0.93880
H 3.65541 0.47539 -0.12952
H 2.41059 1.44504 -0.93057
H 2.24344 0.22349 1.70432
H 2.49924 -1.39745 -0.17295
H 1.14440 -0.67171 -0.81534
H 0.30228 -2.41814 0.21807
H -0.23680 -1.02813 1.27929
H 2.54615 -3.48589 2.85633
H 3.23349 -2.42637 1.69536
H 2.21714 -3.81427 1.18137
C 1.90439 0.60312 -6.18966
O 3.09908 -0.11437 -5.87216
C 3.01728 -1.52221 -5.99103
C 4.42778 -2.05229 -5.66554
N 4.79781 -1.63418 -4.31720
C 6.22129 -1.97394 -4.10937
C 6.66634 -2.15965 -2.65268
O 6.75141 -0.93653 -1.97317
C 7.11818 -1.06072 -0.57105
H 1.55131 0.26859 -7.16511
H 2.22415 1.64294 -6.25799
H 1.17646 0.53176 -5.38150
H 2.63420 -1.84485 -6.95914
H 2.43311 -1.84222 -5.12825
H 5.18658 -1.63879 -6.32987
H 4.45183 -3.13388 -5.79850
H 4.51685 -0.66431 -4.29449
H 6.76078 -1.11220 -4.50238
H 6.52322 -2.79184 -4.76358
H 7.67818 -2.56230 -2.60632
H 5.96525 -2.80653 -2.12533
H 6.35668 -1.60084 -0.00846
H 7.29514 -0.08325 -0.12238
H 8.03281 -1.65062 -0.63082
C 0.46190 -16.38060 0.30262
O 1.09274 -15.84779 -0.82148
C 0.36163 -14.82235 -1.44468
C 1.30955 -14.02162 -2.31360
N 2.57421 -13.68657 -1.63449
C 2.49752 -12.67684 -0.60822
C 2.03791 -11.30399 -1.12106
O 2.85059 -10.82761 -2.21838
C 2.43333 -9.53714 -2.71325
H -0.38138 -17.02159 0.04551
H 0.08699 -15.61233 0.97886
H 1.14481 -17.00085 0.88317
H -0.09221 -14.06579 -0.80457
H -0.46502 -15.26064 -2.00384
H 0.80747 -13.13203 -2.69393
H 1.53372 -14.64678 -3.17790
H 2.57703 -14.55957 -1.12658
H 3.42252 -12.57720 -0.04028
H 1.75963 -13.08698 0.08130
H 2.19618 -10.56339 -0.33711
H 0.95609 -11.24579 -1.24100
H 1.71866 -9.55905 -3.53598
H 3.28936 -9.13333 -3.25383
H 2.22513 -8.75432 -1.98391
C -1.67356 7.48342 -5.24717
O -2.37774 8.34551 -6.13080
C -2.18352 8.04614 -7.54722
C -2.80127 9.11875 -8.39787
N -4.19975 9.34673 -8.10994
C -4.73204 10.52885 -8.75119
C -6.22673 10.72170 -8.17081
O -6.06209 11.14152 -6.79066
C -7.23521 11.33954 -6.05445
H -2.24158 6.56074 -5.12842
H -1.67440 7.93172 -4.25361
H -0.70011 7.12472 -5.58154
H -2.61052 7.06098 -7.73496
H -1.10579 8.06597 -7.70913
H -2.61277 8.77341 -9.41438
H -2.16766 10.00565 -8.39018
H -4.25514 9.43200 -7.10507
H -4.87870 10.35818 -9.81771
H -4.16445 11.44400 -8.58258
H -6.86219 9.84191 -8.27209
H -6.60308 11.52389 -8.80558
H -7.18183 11.80417 -5.06988
H -7.75816 10.40181 -5.86658
H -7.94381 11.92898 -6.63631
C 5.83017 -5.48858 7.69356
O 7.08358 -4.89148 8.08287
C 7.37451 -3.72176 7.26559
C 6.61668 -2.43467 7.87766
N 6.80191 -2.35369 9.34641
C 5.74406 -1.67244 10.06063
C 4.37944 -2.40203 9.99835
O 4.45470 -3.75127 10.41758
C 4.78623 -3.86054 11.82984
H 5.69241 -6.44628 8.19549
H 5.80312 -5.72312 6.62943
H 4.94730 -4.92301 7.99152
H 7.18808 -3.94646 6.21543
H 8.45705 -3.60821 7.32310
H 5.60364 -2.47636 7.47751
H 7.01456 -1.59958 7.30112
H 6.72112 -3.31347 9.65038
H 5.56894 -0.66236 9.69026
H 6.17175 -1.58031 11.05897
H 4.06790 -2.39874 8.95383
H 3.64581 -1.83524 10.57163
H 4.24981 -3.17155 12.48226
H 5.85801 -3.82217 12.02455
H 4.45766 -4.86117 12.11069
C -8.08322 -2.42429 4.38580
O -9.00282 -1.90969 5.39229
C -9.16219 -0.51041 5.30245
C -10.04299 0.04701 6.49430
N -11.42573 -0.42940 6.16272
C -12.23533 -0.29321 7.31248
C -13.63433 -0.97381 7.18310
O -13.34923 -2.35914 7.31818
C -14.50864 -3.14014 7.47153
H -7.04188 -2.25152 4.65763
H -8.29092 -2.00567 3.40106
H -8.27907 -3.48518 4.23015
H -9.68240 -0.27229 4.37466
H -8.22425 0.04490 5.29868
H -10.08548 1.13616 6.48860
H -9.63971 -0.31359 7.44057
H -11.27349 -1.36858 5.82380
H -12.28439 0.78859 7.43663
H -11.70544 -0.69942 8.17407
H -14.02603 -0.79058 6.18255
H -14.33632 -0.51739 7.88095
H -15.04618 -3.13477 6.52330
H -15.05182 -2.82130 8.36114
H -14.14575 -4.14451 7.68977
C 8.79850 10.98656 -11.62616
O 9.01410 9.55711 -11.50603
C 10.41068 9.39370 -11.43078
C 10.70149 7.91632 -11.02723
N 10.07047 7.63693 -9.69319
C 10.73016 6.47556 -9.04395
C 9.85918 6.09907 -7.79589
O 8.61210 5.56750 -8.01344
C 7.83051 5.40111 -6.83854
H 7.74536 11.23642 -11.75480
H 9.19720 11.14044 -12.62889
H 9.28019 11.59808 -10.86319
H 10.84260 10.04631 -10.67206
H 11.00638 9.57068 -12.32628
H 11.77654 7.74632 -10.96827
H 10.19179 7.24683 -11.72011
H 9.06050 7.63249 -9.70127
H 11.71639 6.74738 -8.66770
H 10.85049 5.60464 -9.68825
H 9.73504 7.07039 -7.31710
H 10.45699 5.45389 -7.15211
H 7.15911 6.22141 -6.58466
H 8.43839 5.13029 -5.97527
H 7.23681 4.52131 -7.08663
O -2.10090 3.99175 0.29839
C -2.96528 4.52247 1.25842
C -4.25074 3.68033 1.38988
O -5.20363 4.33378 2.17705
H -1.52087 3.29216 0.60782
H -2.34071 4.67319 2.13893
H -3.35324 5.51352 1.02309
H -4.03866 2.64871 1.67071
H -4.56114 3.55214 0.35291
H -4.75028 4.56626 2.99070
*
```

***

5.
The following is a DFT calculation (ωB97M-V/def2-TZVPD) of a 2-piece molecular cluster, C4H6N4O4 overall.

Values from the calculation:
HOMO level	-8.6648	eV
gap between HOMO and LUMO	7.8318	eV

Geometry as ORCA input:
```
! wB97M-V def2-TZVPD RIJCOSX def2/J DEFGRID3
* xyz 0 1
C 0.77111 -0.47717 -0.22876
C -1.27116 -1.59407 0.77942
C -0.57885 1.13914 -1.12675
C 1.87372 1.49833 -0.95797
N 1.34629 -0.98398 0.67872
N -1.62543 -2.47911 0.10408
N 0.76930 0.57057 -1.06473
N -1.58862 -0.83744 1.94702
O -1.69106 -3.10680 -0.84283
O -2.52364 -1.05107 2.64352
O -0.75253 -0.01486 2.19084
O 1.63532 -1.79188 1.54527
H -1.37720 0.60094 -1.76768
H -1.02093 1.15496 -0.07798
H -0.34086 2.18702 -1.28080
H 2.85931 0.91497 -0.86737
H 1.84901 2.24149 -1.75759
H 1.66621 2.02897 0.08362
*
```

***

6.
The following is a DFT calculation (ωB97M-V/def2-TZVPD) of a 14-piece molecular cluster, H28O14 overall.

Values from the calculation:
HOMO level	-8.4411	eV
gap between HOMO and LUMO	8.0576	eV

Geometry as ORCA input:
```
! wB97M-V def2-TZVPD RIJCOSX def2/J DEFGRID3
* xyz 0 1
H 0.72332 0.63243 0.65862
H 1.24176 -0.53100 -0.22828
H 0.49358 0.02761 -2.01024
H -0.48896 0.88191 -1.49419
H -4.93013 0.45445 1.42290
H -3.48499 -0.02951 1.10500
H -2.64300 3.09077 -0.85841
H -2.07553 2.29644 -2.01131
H 2.80256 -4.14049 -3.22773
H 2.16874 -2.85850 -3.56210
H 3.42622 2.32623 3.25947
H 3.02725 1.11591 4.04953
H -1.32282 -1.00599 2.78455
H -0.49605 -1.47545 3.90412
H 2.50152 -0.92192 -1.64189
H 3.76136 -0.29034 -2.21354
H 1.68738 -3.07926 -0.27687
H 1.60961 -4.19643 0.56925
H -1.05989 -3.89714 -1.02783
H -1.52206 -2.75806 -0.04035
H -2.67614 4.94747 0.85646
H -2.40228 3.64918 1.50395
H -1.07799 -2.31715 -2.77310
H -0.18004 -3.65112 -2.88046
H 1.51777 4.47706 -0.38309
H 1.68919 3.93108 -1.72558
H -0.49749 1.78484 2.83678
H -0.95862 3.06393 3.47300
O 0.76024 0.32296 -0.22008
O -0.28978 0.55198 -2.32500
O -4.33471 -0.31895 1.28565
O -2.14503 2.29795 -1.01910
O 2.20884 -3.54973 -2.87534
O 2.85428 2.06840 4.03530
O -1.14969 -1.82779 3.20913
O 3.46534 -0.98498 -1.68261
O 1.66466 -4.05904 -0.36887
O -1.82533 -3.32594 -0.71832
O -1.96437 4.28507 0.99788
O -0.71127 -3.02384 -2.33200
O 1.77118 3.64049 -0.84554
O -1.13865 2.39645 2.79024
*
```

***

7.
The following is a DFT calculation (ωB97M-V/def2-TZVPD) of C3H3KLiO3 as an isolated structure.

Values from the calculation:
HOMO level (alpha / beta)	-3.9275 / -6.2957	eV
<S²>	0.753
gap between HOMO and LUMO (alpha / beta)	2.2714 / 4.6172	eV

Geometry as ORCA input:
```
! wB97M-V def2-TZVPD RIJCOSX def2/J DEFGRID3
* xyz 0 2
O -1.57138 0.31566 1.55427
C -0.53998 -0.47495 1.74213
C 0.74717 -0.19307 1.06686
H -0.70018 -1.47112 2.18793
H 1.54839 -0.83419 1.45418
H 1.03594 0.86564 1.19438
Li -1.42245 1.37118 0.06912
O 0.79234 -0.43504 -0.42150
C 0.00377 0.35808 -1.16692
O -0.11759 -0.09378 -2.33375
K 0.22397 0.59160 -5.34670
*
```

***

8.
The following is a DFT calculation (ωB97M-V/def2-TZVPD) of C14H23N3P2PmSe as an isolated structure.

Values from the calculation:
HOMO level (alpha / beta)	-17.9034 / -17.9111	eV
<S²>	6.006
gap between HOMO and LUMO (alpha / beta)	7.2982 / 7.7376	eV

Geometry as ORCA input:
```
! wB97M-V def2-TZVPD RIJCOSX def2/J DEFGRID3
* xyz 3 5
Pm -0.15109 -1.27480 -0.30631
C 3.83951 -0.57376 0.49393
P 2.15839 -0.03890 0.94356
C 2.28186 0.32019 2.72443
C 2.00326 1.66266 0.21570
C 1.92396 1.71373 -1.31594
P 0.42858 0.93426 -2.08395
C 0.89134 0.91537 -3.84280
C -0.88907 2.19557 -1.98585
H 4.55941 0.16374 0.85124
H 3.95675 -0.69909 -0.58259
H 4.05989 -1.52934 0.97154
H 3.02118 1.10854 2.86931
H 2.61317 -0.56702 3.26466
H 1.32616 0.64165 3.13795
H 2.87552 2.23007 0.54877
H 1.13051 2.14712 0.66396
H 2.79653 1.22515 -1.75692
H 1.94890 2.75395 -1.64836
H 1.15206 1.93170 -4.14105
H 0.06300 0.56938 -4.46055
H 1.74903 0.26426 -4.00864
H -0.51806 3.15291 -2.35361
H -1.26179 2.32115 -0.96850
H -1.72036 1.88740 -2.62238
C -0.06960 -5.96910 -1.99380
C -0.07914 -4.62649 -1.51822
N -0.08727 -3.53816 -1.13558
H -0.74492 -6.59147 -1.40090
H 0.93662 -6.39146 -1.92824
H -0.39267 -5.99973 -3.03804
Se -3.93167 -2.16964 0.70590
N -2.38159 -1.20538 0.66403
C -2.61270 -0.07914 1.37224
C -1.66616 0.93545 1.61841
C -2.03793 2.00467 2.38954
C -3.34921 2.11957 2.92392
C -4.29639 1.16490 2.70393
C -3.93986 0.03333 1.92334
N -4.72855 -0.99675 1.65267
H -0.65071 0.83994 1.22064
H -1.32156 2.78836 2.60381
H -3.58681 2.98747 3.52382
H -5.29849 1.23770 3.10495
*
```

***

| no. | energy (Eh) |
| --- | --- |
| 1 | -1141.86108 |
| 2 | -1903.53096 |
| 3 | -592.97672 |
| 4 | -4215.14676 |
| 5 | -675.59090 |
| 6 | -1069.96055 |
| 7 | -949.22326 |
| 8 | -4403.09935 |